A molecular structure, C34H56N2O9P2Pb. Source: the OMol25 dataset; level of theory: wB97M-V/def2-TZVPD.

Results
Max |F| ... 1.94 eV/A
HOMO energy (alpha / beta) ... -7.87 / -7.89 eV
E ... -2991.67206 a.u.
Kohn-Sham gap (alpha / beta) ... 5.2 / 5.2 eV

Structure (ORCA input):
```
! RIJCOSX wB97M-V def2-TZVPD def2/J DEFGRID3
* xyz 0 1
C 0.8677 4.6167 0.2459
H 1.4343 -2.8416 1.2795
C 1.0446 2.1184 0.7485
H 1.6045 -2.8861 -0.4915
H -4.4091 -4.3909 -2.6543
H -1.7513 1.3771 -5.5795
N 2.9493 -0.2377 -2.2042
C 0.6059 -0.3376 1.3936
H -1.0603 -6.0266 2.6083
H -4.6683 -5.3310 3.0267
O -0.3286 -2.0621 -2.0349
H -0.4660 -0.3554 1.1518
C -2.3757 -3.0339 -1.2853
H -1.4595 -2.3521 -3.8524
N 1.2952 -0.9866 0.2688
H 1.9137 2.7908 -6.2784
H 3.2378 -1.3022 1.0502
H 3.1901 -2.0940 -1.3324
C 3.3919 -1.0534 -1.0789
H -3.9175 -4.2155 -0.4469
H 0.1960 6.0806 1.7162
Pb 0.3071 0.2328 -2.0859
C -0.5294 4.4254 -0.3665
O 0.7421 0.3905 -4.3406
H 4.2588 -1.1582 -3.5850
C 2.1328 1.7655 5.7782
H -2.9999 -2.6370 -4.6555
C 0.9994 1.0711 1.7421
O -0.1677 2.7680 -4.4279
H 2.8734 1.1022 5.3369
C 3.2469 3.7909 4.8747
H 3.1485 4.7190 4.3204
C 0.9270 5.9945 0.9154
C -4.1950 -4.6091 2.3657
O 1.9727 2.1872 -5.5405
O -0.2279 1.3094 -6.5178
C -2.3851 -2.9161 -3.8036
H -0.7373 5.2232 -1.0733
O -2.3422 1.5256 -4.8183
H -1.7715 -4.7359 3.5977
P 0.5162 1.5646 -5.2676
H 2.8400 -0.3250 -4.2793
H -3.9778 -3.7079 2.9348
H 1.4897 4.7178 2.9039
H 2.4932 2.0680 6.7592
H -2.4970 -6.3380 3.5784
H -3.9349 -6.2867 0.2064
H 1.1311 4.1158 6.5882
O -1.4330 1.7580 -2.4677
H -5.0136 -2.9902 -3.5256
H 1.8027 3.7168 -1.4929
H -3.8971 -0.7360 -3.2974
H 2.6267 -1.8702 -3.4743
H 1.2015 1.2213 5.9180
C -0.9840 -3.6635 1.0925
H 0.6966 6.7534 0.1722
H -5.1685 -3.0451 -1.7766
C 3.1911 -0.9409 -3.4561
H -0.1077 3.3438 5.5955
C -1.9919 -5.5939 2.9667
C 3.5970 1.0645 -2.2449
C 1.9249 4.5956 -0.8698
H -2.3096 -6.8741 0.5477
C -4.5213 -3.3088 -2.6104
H -2.4575 -0.5546 -2.3224
C -2.9198 -3.8372 -0.3094
C -3.2175 -6.4785 0.9982
H -1.2910 4.4443 0.4114
H 0.7455 -0.9429 2.3064
H -0.4581 -3.8836 2.0083
H 1.8034 5.4777 -1.4922
C -3.1585 -2.6115 -2.5108
H 1.9217 6.2009 1.3069
H 1.2511 0.5675 3.7790
H -4.8976 -4.3560 1.5773
C 1.3784 3.7058 2.5541
C 1.0496 -2.4272 0.3294
C -3.3948 -1.0968 -2.4055
C 1.5227 2.6735 3.4892
C -0.3735 -2.8674 0.1546
C -1.0095 -2.5988 -1.1071
H -2.1582 -3.9799 -3.8691
H 3.3871 1.6168 -1.3356
O 1.1590 1.8624 -0.4798
H -3.6355 -7.2317 1.6610
H 2.9282 4.6029 -0.4451
H 4.0234 3.1924 4.4041
H 0.6913 4.8076 5.0295
H 4.6831 0.9619 -2.3644
H 3.5599 4.0319 5.8876
H 4.4792 -0.9526 -0.9447
C 1.2641 1.3713 3.0590
H 3.2030 1.6262 -3.0888
C 1.9236 3.0102 4.9112
O -2.3513 3.7979 -3.6243
H -0.6087 3.4876 -0.9083
C -2.2477 -4.2087 0.8603
C 0.8394 3.8768 5.5681
H -4.0062 -0.8590 -1.5375
H 2.8798 0.3317 0.4735
C -2.8991 -5.2040 1.7968
C 1.0934 3.4889 1.2277
P -1.6526 2.5121 -3.7761
C 2.7289 -0.7233 0.2598
*
```

Mulliken atomic charge list, values in e, 8 entries:
1. C 2.547
2. H 0.297
3. C 1.038
4. H 0.453
5. H 0.445
6. H 0.398
7. N 1.131
8. C -0.988